No. 1
C38H46IN5O5PYb | the ωB97M-V functional and the def2-TZVPD basis

Structure (ORCA input):
```
! RIJCOSX wB97M-V def2-TZVPD def2/J DEFGRID3
* xyz 2 2
Yb 1.514 -0.383 0.635
C 0.705 4.709 2.871
N 1.449 3.751 2.093
C 2.676 4.245 1.451
C 1.054 2.527 1.835
O 1.719 1.814 1.055
C -0.238 1.938 2.405
O -0.197 0.498 2.248
C -0.415 -0.313 3.405
C 0.858 -1.078 3.744
O 1.724 -1.148 2.857
N 0.995 -1.591 4.937
C 2.191 -2.341 5.299
C -0.012 -1.572 5.981
H 1.218 4.967 3.776
H -0.271 4.278 3.140
H 0.509 5.600 2.298
H 2.988 5.141 1.965
H 2.473 4.413 0.382
H 3.448 3.481 1.522
H -1.073 2.245 1.817
H -0.419 2.203 3.470
H -1.194 -1.036 3.151
H -0.715 0.320 4.244
H 3.064 -2.011 4.662
H 2.022 -3.405 5.165
H 2.427 -2.116 6.351
H -1.021 -1.233 5.589
H 0.289 -0.968 6.826
H -0.153 -2.608 6.284
N 3.600 -3.957 -0.634
C 3.264 -2.835 -0.027
O 2.069 -2.468 -0.007
C 4.299 -2.001 0.672
C 3.915 -0.529 0.741
H 2.928 -4.491 -1.125
H 4.546 -4.228 -0.703
H 5.304 -2.266 0.305
H 4.240 -2.367 1.727
H 4.503 0.016 -0.005
H 4.318 -0.163 1.694
I -0.615 -3.511 1.358
C -2.724 -3.463 1.498
C -3.261 -4.289 2.462
C -4.638 -4.511 2.530
C -5.444 -4.025 1.550
C -4.940 -3.198 0.530
C -5.771 -2.797 -0.551
C -5.290 -2.133 -1.609
C -3.943 -1.707 -1.597
C -3.105 -2.003 -0.539
P -1.447 -1.088 -0.582
C -2.063 0.632 -0.437
C -1.210 1.636 -0.856
C -1.523 2.960 -0.682
C -2.763 3.328 -0.105
C -3.592 2.324 0.334
C -3.260 0.974 0.190
C -0.998 -1.139 -2.358
C -0.049 -2.073 -2.718
C 0.328 -2.213 -4.058
C -0.276 -1.472 -5.059
C -1.169 -0.466 -4.671
C -1.550 -0.323 -3.356
C -3.558 -2.861 0.521
H -2.607 -4.739 3.195
H -5.034 -5.145 3.300
H -6.503 -4.319 1.486
H -6.820 -3.107 -0.520
H -5.991 -1.867 -2.426
H -3.554 -1.101 -2.420
H -0.267 1.385 -1.370
H -0.847 3.774 -1.005
H -3.034 4.382 -0.077
H -4.575 2.591 0.779
H -3.936 0.230 0.596
H 0.416 -2.709 -1.970
H 1.047 -2.973 -4.261
H -0.031 -1.618 -6.120
H -1.590 0.184 -5.445
H -2.210 0.489 -3.045
N 1.810 0.272 -1.607
C 1.989 0.975 -2.506
N 2.193 1.869 -3.443
C 3.498 2.594 -3.463
C 3.727 2.988 -4.919
O 2.689 3.801 -5.390
C 1.460 3.132 -5.406
C 1.045 2.629 -4.037
H 4.340 1.959 -3.100
H 3.402 3.476 -2.801
H 3.821 2.083 -5.526
H 4.610 3.591 -5.071
H 1.447 2.283 -6.112
H 0.709 3.831 -5.771
H 0.175 1.971 -4.068
H 0.878 3.473 -3.367
*
```

As for the gap between HOMO and LUMO (spin up / spin down): 8.4 / 8.4 eV. As for the expectation value of S²: 0.751. The calculation puts the total energy at -3922.98306 Eh. Its lowest unoccupied orbital energy (spin up / spin down) is -4.0 / -4.1 eV.

No. 2
C38H46NO2P2RhSSi | the ωB97M-V functional and the def2-TZVPD basis

Structure (ORCA input):
```
! RIJCOSX wB97M-V def2-TZVPD def2/J DEFGRID3
* xyz 2 5
Rh 1.583 -0.944 -1.404
C 0.301 -6.541 2.269
Si -0.791 -5.164 1.596
C -2.227 -4.832 2.782
C -1.446 -5.548 -0.120
C 0.284 -3.575 1.678
C 0.754 -3.195 2.938
C 1.617 -2.123 3.109
C 2.021 -1.420 1.988
N 1.569 -1.739 0.780
C 0.719 -2.770 0.617
S 0.264 -2.919 -1.069
H -0.254 -7.481 2.256
H 0.600 -6.351 3.301
H 1.206 -6.685 1.677
H -2.576 -5.772 3.216
H -3.074 -4.384 2.259
H -1.948 -4.175 3.607
H -2.093 -6.427 -0.063
H -0.652 -5.773 -0.831
H -2.038 -4.728 -0.527
H 0.436 -3.760 3.808
H 1.977 -1.847 4.090
H 2.716 -0.590 2.040
C 3.982 -3.645 -1.635
C 4.547 -2.284 -1.386
C 6.037 -2.168 -1.380
O 3.849 -1.287 -1.219
H 4.384 -4.041 -2.570
H 2.895 -3.616 -1.679
H 4.302 -4.321 -0.840
H 6.512 -3.097 -1.075
H 6.372 -1.343 -0.754
H 6.354 -1.954 -2.405
C -0.544 2.412 -1.465
P 0.184 0.858 -0.683
C -1.311 0.010 -0.093
C -2.312 -0.176 -1.063
C -3.444 -0.930 -0.772
C -3.569 -1.523 0.475
C -2.579 -1.342 1.434
C -1.451 -0.584 1.155
C 1.164 1.516 0.701
C 0.682 1.853 1.961
C 1.551 2.348 2.923
C 2.899 2.507 2.636
C 3.390 2.166 1.383
C 2.526 1.671 0.420
P -2.318 2.767 -1.065
C -2.746 4.337 -1.824
C -3.911 4.950 -1.330
C -4.276 6.199 -1.789
C -3.505 6.827 -2.763
C -2.375 6.204 -3.282
C -2.003 4.949 -2.837
C -2.434 3.195 0.695
C -3.274 2.487 1.547
C -3.392 2.876 2.874
C -2.697 3.986 3.333
C -1.877 4.707 2.473
C -1.742 4.318 1.152
H -0.485 2.286 -2.549
H 0.060 3.274 -1.181
H -2.160 0.187 -2.075
H -4.200 -1.085 -1.529
H -4.434 -2.137 0.688
H -2.694 -1.789 2.413
H -0.690 -0.447 1.912
H -0.365 1.730 2.199
H 1.167 2.614 3.899
H 3.570 2.901 3.387
H 4.442 2.285 1.159
H 2.902 1.404 -0.563
H -4.511 4.448 -0.582
H -5.159 6.682 -1.394
H -3.796 7.803 -3.130
H -1.782 6.700 -4.038
H -1.130 4.463 -3.254
H -3.836 1.643 1.168
H -4.038 2.322 3.542
H -2.807 4.303 4.362
H -1.346 5.580 2.828
H -1.104 4.880 0.481
C 3.271 0.521 -4.096
C 2.476 -0.631 -4.671
O 1.348 -0.889 -3.808
H 4.180 0.672 -4.677
H 3.551 0.311 -3.062
H 2.684 1.439 -4.122
H 3.093 -1.530 -4.750
H 2.106 -0.374 -5.665
H 0.866 -1.653 -4.141
*
```

As for the gap between HOMO and LUMO (spin up / spin down): 8.2 / 4.5 eV. As for the expectation value of S²: 6.026. The calculation puts the total energy at -3161.28652 Eh. Its lowest unoccupied orbital energy (spin up / spin down) is -4.5 / -8.3 eV.

No. 3
C38H47BGeN6Pt | the ωB97M-V functional and the def2-TZVPD basis

Structure (ORCA input):
```
! RIJCOSX wB97M-V def2-TZVPD def2/J DEFGRID3
* xyz 4 1
Pt 0.327 -0.580 0.403
C 1.086 4.554 1.472
C 1.353 3.304 0.725
C 2.091 3.120 -0.410
C 2.089 1.743 -0.677
N 1.291 1.132 0.290
N 0.861 2.051 1.127
B 0.115 1.642 2.412
N 0.993 0.577 3.173
N 1.359 -0.546 2.671
C 2.152 -1.199 3.685
C 2.210 -0.340 4.831
C 1.507 0.759 4.529
C 1.235 1.965 5.341
C 2.720 -2.445 3.493
C 3.488 -3.033 4.562
C 4.066 -4.258 4.402
C 3.901 -4.943 3.185
C 3.151 -4.398 2.119
C 2.572 -3.177 2.263
N -1.244 1.004 2.082
N -1.299 -0.195 1.470
C -2.581 -0.641 1.492
C -3.354 0.327 2.138
C -2.493 1.347 2.511
C -2.799 2.588 3.269
C -2.944 -1.969 1.065
C -1.962 -2.980 0.973
C -2.310 -4.254 0.597
C -3.648 -4.545 0.315
C -4.635 -3.553 0.411
C -4.290 -2.280 0.794
C 2.772 0.982 -1.648
C 3.280 1.613 -2.805
C 3.942 0.871 -3.747
C 4.147 -0.507 -3.540
C 3.688 -1.141 -2.389
C 3.013 -0.404 -1.447
H 1.415 5.405 0.881
H 1.633 4.574 2.419
H 0.023 4.670 1.687
H 2.630 3.890 -0.943
H -0.051 2.592 3.097
H 2.716 -0.522 5.766
H 1.707 1.857 6.314
H 0.162 2.109 5.494
H 1.634 2.865 4.864
H 3.606 -2.503 5.498
H 4.644 -4.705 5.201
H 4.361 -5.918 3.060
H 3.047 -4.961 1.202
H 1.998 -2.747 1.461
H -4.407 0.272 2.370
H -3.877 2.707 3.348
H -2.394 3.471 2.773
H -2.394 2.544 4.282
H -0.943 -2.758 1.282
H -1.573 -5.045 0.551
H -3.927 -5.555 0.038
H -5.665 -3.799 0.189
H -5.046 -1.505 0.860
H 3.110 2.672 -2.968
H 4.315 1.342 -4.648
H 4.698 -1.081 -4.277
H 3.901 -2.190 -2.231
H 2.738 -0.862 -0.499
C -1.845 4.460 -3.315
C -0.678 3.625 -3.835
C -0.856 2.124 -3.628
C -0.975 1.767 -2.130
Ge -0.792 -0.149 -1.874
C -2.427 -1.163 -2.116
C -2.953 -1.014 -3.569
C -2.389 -2.034 -4.555
C -1.059 -1.617 -5.177
H -1.780 5.482 -3.677
H -1.869 4.502 -2.223
H -2.801 4.056 -3.657
H 0.254 3.941 -3.346
H -0.537 3.808 -4.900
H -0.011 1.588 -4.078
H -1.750 1.785 -4.160
H -1.932 2.087 -1.714
H -0.205 2.306 -1.580
H 0.472 -0.781 -2.477
H -3.170 -0.758 -1.425
H -2.269 -2.208 -1.874
H -2.762 -0.003 -3.948
H -4.039 -1.097 -3.516
H -3.118 -2.177 -5.350
H -2.289 -3.005 -4.061
H -1.164 -0.696 -5.751
H -0.683 -2.383 -5.855
H -0.281 -1.456 -4.417
*
```

As for the gap between HOMO and LUMO (spin up / spin down): 3.3 / 3.4 eV. The calculation puts the total energy at -4024.27489 Eh. Its lowest unoccupied orbital energy (spin up / spin down) is -15.3 / -15.2 eV.